# 1
106
Properties=species:S:1:pos:R:3:forces:R:3 method="wB97M-V/def2-TZVPD" homo_lumo_gap_ev=9.2734 energy_ev=-160193.80656 e_lumo_ev=-0.31
H 6.188102 -3.782960 -6.085384 0.03 -0.10 0.00
F -5.607231 -4.683361 -2.657978 0.90 3.51 2.99
C 6.679762 -2.736619 -3.483683 -0.12 -0.05 -0.06
C 3.880367 -0.551085 -1.011136 -0.60 0.11 -0.37
H -3.252029 2.252519 -1.990213 0.28 1.27 1.92
H 0.543223 3.398989 -0.981820 -1.40 0.40 1.81
C -4.476093 -3.343957 0.946686 0.48 -1.62 1.08
F -8.198734 -0.905116 -0.745452 4.11 -1.22 -1.02
H 6.800580 -2.928237 1.430305 -1.31 2.18 -0.74
H 6.522831 -5.471617 -5.650460 -0.01 0.11 -0.04
H -5.518948 5.337138 4.113493 0.05 -0.05 -0.08
F -5.156999 -5.616659 -0.106944 1.56 4.35 -1.02
C -3.162991 2.774973 -0.942220 -1.35 -0.15 -0.13
H -0.311684 -0.247465 1.930251 1.20 -0.58 -2.10
H -2.457951 1.175524 2.321470 0.57 2.04 -0.74
C 0.182783 -2.219162 0.899527 -1.54 -2.66 -6.14
H 9.210365 -1.445781 -3.483991 -0.06 0.06 0.05
O -1.299504 0.887258 -5.127827 3.30 -0.43 -1.59
C -4.869022 3.984067 6.534773 -0.14 0.05 -0.09
H -4.943482 6.147787 6.724726 -0.01 -0.08 0.00
C -6.773505 -1.289222 -1.068014 -2.12 2.06 -0.15
F -4.406501 -2.637638 -2.404636 -3.27 -2.66 2.65
H -2.382403 -0.958469 1.883471 -1.54 -0.87 -1.98
H 8.170105 -0.714326 -2.244515 0.06 -0.05 -0.09
H 4.816828 -0.895586 -1.627207 -1.66 0.92 1.36
H -3.490864 -0.298502 -1.078705 1.82 -1.06 1.22
C -2.117247 2.233278 1.939326 -0.02 -0.14 1.18
H -3.014703 2.973928 2.093978 1.88 -1.29 0.01
H 7.269756 -1.403742 -5.095685 -0.05 -0.04 0.06
H 2.989935 -1.800403 0.811621 1.89 1.11 -0.89
C 8.336235 -0.809034 -3.323334 0.09 0.20 -0.10
H -1.153240 2.531695 2.561056 -2.20 -0.44 -1.00
H 7.326604 -4.731185 -7.045300 -0.12 -0.01 0.10
H -2.808053 5.421737 7.856169 -0.06 -0.03 0.08
H -3.770904 4.534513 9.055549 0.05 0.07 -0.08
H 6.468047 -2.653658 -2.410233 0.00 0.00 -0.06
H 8.588357 -3.205264 -5.563457 -0.01 -0.03 0.07
H -2.355154 -1.838328 -1.096801 -0.66 2.05 1.36
C 0.190037 -0.546678 0.889064 0.07 -1.36 1.88
F -6.388671 -0.471715 -2.241987 -1.12 -2.98 3.39
C -4.924097 5.264703 7.372290 -0.16 -0.14 0.06
C -4.558603 -4.266789 -0.408389 1.92 -1.59 -0.18
C -4.567405 5.108456 3.626019 0.01 0.21 -0.12
C -3.637214 3.847607 5.633554 0.11 0.00 0.12
H -6.138604 -0.934357 -0.151261 -1.15 -0.78 -1.97
O 5.022383 -2.305582 0.393119 0.25 2.00 1.83
O 0.592997 1.701367 -4.727959 1.60 0.37 1.09
H 2.751830 1.675602 -4.148663 -2.24 -0.87 -0.10
H -4.114707 2.422622 -0.319800 1.89 0.83 -1.31
H -4.138491 -0.787626 1.224696 1.63 -1.27 -0.17
C 6.969922 -4.545676 -6.026870 0.00 0.01 -0.23
O -3.127557 -2.776494 1.054396 -2.89 1.20 0.21
C 7.705868 -3.856386 -3.687141 0.15 0.05 0.03
H 7.292491 -4.784883 -3.275486 0.02 0.07 -0.04
H 2.785790 -1.447322 -2.926727 -0.38 0.87 2.36
H 6.010754 -1.380010 2.169771 0.15 -0.87 -2.04
H -3.714891 2.900907 5.084258 0.02 0.08 0.00
H -4.904421 3.118808 7.207469 0.01 0.07 -0.03
C -5.326663 -3.568506 -1.677473 0.80 -2.26 -2.76
H 4.240969 -0.417528 1.254671 -0.39 -1.90 -1.46
H 8.604752 -3.641297 -3.097043 -0.10 -0.01 -0.02
Si -0.964308 0.193124 -0.476035 -0.57 -1.97 -1.91
H 3.832000 0.636258 -0.898769 0.55 -2.53 -0.12
H 1.935130 -1.773478 -1.256475 1.06 1.34 -1.27
H -4.593591 -4.098330 1.864700 0.15 1.49 -2.17
H -5.777992 3.926021 5.924138 0.09 -0.02 0.03
H 8.574050 0.185612 -3.716382 0.03 -0.12 0.11
N -0.118865 0.758532 -5.415522 -3.98 -0.01 1.38
H 0.382961 3.688132 0.941084 -1.00 -0.35 -2.33
C -0.197600 3.578525 -0.094025 0.51 1.76 0.31
Si 1.364524 0.568471 -2.200371 -0.80 -2.42 -1.47
H 6.958519 -1.275011 0.468618 -1.60 -1.18 1.53
C -3.776609 5.382528 8.362888 0.07 0.19 0.10
H 1.269976 -0.096930 0.916979 -1.86 -1.15 -0.07
H 1.745986 1.598822 -1.244381 -0.15 0.40 0.30
H -2.500501 4.806053 4.084592 -0.05 0.03 0.11
C -6.790067 -2.908874 -1.323381 -2.21 -0.70 -2.04
C 1.744032 1.068723 -4.060125 1.24 -1.42 -0.73
H 5.731669 -3.019595 -3.955007 0.06 -0.02 0.05
C 7.099101 -1.365171 -4.014473 -0.05 -0.01 0.11
H -3.301639 5.940795 5.154852 0.00 -0.09 0.01
C 6.226299 -1.920463 1.153091 1.29 -0.84 -0.10
C -3.114686 -1.309505 1.008434 0.76 0.93 -0.37
O -0.122767 -2.969883 -0.170995 2.14 5.22 7.30
H -3.878289 6.300160 8.951488 0.08 -0.14 -0.02
O -0.325651 0.097143 -2.109944 1.95 1.06 2.26
C 2.534839 -0.972886 -1.863722 0.08 -0.63 0.04
H -5.356768 -2.582086 1.046880 1.77 -1.30 -0.46
F -3.155436 -4.547461 -0.856329 -4.41 0.73 1.18
H -5.869288 5.274978 7.932021 0.12 0.01 -0.15
F -7.452314 -3.635907 -0.203960 2.39 2.46 -3.35
C -2.623730 -0.849829 -0.488191 -0.28 -0.95 -0.38
H -4.356849 5.915247 2.915302 -0.10 -0.13 0.05
Si -1.605274 2.275599 0.079424 -0.28 1.61 0.43
H 8.893869 -4.883338 -5.154556 -0.07 0.17 0.03
C 3.982691 -1.263830 0.464748 -0.08 0.57 -0.35
F -7.648373 -3.139664 -2.544461 2.60 0.82 4.00
H 6.271070 -0.662551 -3.859490 0.02 -0.07 -0.07
H -0.712790 4.636011 -0.264746 1.13 -2.08 0.28
H -4.684136 4.179639 3.056728 -0.07 0.08 0.08
H -2.738082 3.760941 6.254161 -0.08 -0.02 -0.02
H -3.185893 3.942601 -1.018213 -0.13 -2.19 -0.08
Br 0.606852 -3.145647 2.626424 -0.34 0.89 -1.37
C -3.432860 4.986441 4.633680 0.05 -0.13 -0.08
C 8.122365 -4.101443 -5.140060 0.08 -0.15 0.13
H 1.935314 0.026271 -4.608532 -0.34 2.16 1.03

# 2
122
Properties=species:S:1:pos:R:3:forces:R:3 method="wB97M-V/def2-TZVPD" homo_lumo_gap_ev=8.1887 charge=-1 energy_ev=-412993.65734 e_lumo_ev=1.72
Cl 5.824715 3.812164 0.106842 0.06 -0.08 -0.04
H 1.300087 -2.677826 -0.694171 -0.01 -0.14 -0.08
S 3.505227 -2.585217 0.862257 0.62 -0.97 -0.93
H -1.148566 -4.679214 1.001334 -0.07 -0.03 0.03
H -1.596422 5.244283 -3.583369 -0.02 -0.06 0.05
Cl 6.033763 -2.371655 6.600586 -0.03 -0.01 0.00
H 1.961038 3.849838 0.158686 -0.01 0.12 -0.22
C -9.296330 1.729008 1.521922 -0.12 0.01 0.05
Cl -1.237287 -2.437443 1.707631 0.24 -0.06 0.01
H 2.868102 1.740733 -0.245440 0.04 0.11 0.24
Cl 0.146495 -4.539729 -1.578785 0.52 0.03 -0.57
H -5.931957 0.318429 2.885487 0.02 0.01 0.15
Cl -8.154719 2.233017 0.272731 0.00 0.01 -0.01
C 7.394716 -1.513016 5.875758 0.18 0.07 -0.03
H -4.115881 -4.981101 -1.715074 0.06 0.05 -0.03
H -0.516396 0.181347 -11.280957 -0.04 0.06 -0.02
H 1.010798 4.013783 2.150906 0.22 0.01 0.20
C -0.939548 2.504770 3.457459 -0.29 0.28 0.32
Cl 2.051956 8.531146 -3.431024 -0.01 0.02 0.01
C -3.071302 1.112370 3.046681 -0.27 0.01 0.06
H -3.285268 3.436282 9.152765 0.06 0.02 -0.03
H -2.329381 0.537226 2.493040 0.11 -0.13 0.03
H -4.754445 2.324357 2.560209 -0.04 0.19 -0.03
H 1.645256 1.946397 -1.455204 0.07 -0.06 -0.10
H 0.340672 3.418917 -0.293798 -0.24 -0.14 -0.08
O 3.285830 -3.862365 0.203640 -0.28 0.08 0.27
H -0.640308 3.393374 4.023337 0.26 0.00 0.04
H -3.463825 0.459330 3.823661 0.14 -0.13 0.05
H -3.894749 1.768290 1.151914 0.08 -0.07 -0.15
Cl 5.471651 -4.365233 -5.284836 0.00 0.03 0.03
Cl -0.269931 5.525901 -1.665256 -0.09 0.26 -0.13
C 0.843657 3.008999 1.753227 -0.16 0.55 -0.18
H 7.244549 -1.816753 -0.377412 -0.01 0.03 -0.03
Cl 0.851568 7.012710 -5.630304 0.08 0.20 -0.25
C -1.725816 -3.809258 0.714930 -0.21 0.33 0.51
Cl -1.412753 -1.360234 -6.900828 -0.01 0.04 -0.09
H -3.675188 -0.840541 1.306202 0.00 -0.44 -0.27
H 2.212986 -2.846438 3.966742 -0.24 0.21 -0.44
Cl -0.682380 -3.228111 -4.762951 0.01 -0.06 0.01
H -1.170729 3.635575 1.667616 -0.23 -0.10 -0.14
Cl 7.340641 -1.573562 -2.712733 0.09 0.07 -0.01
C 3.554285 -1.240081 4.237917 -0.27 -1.30 -0.87
Cl -2.356103 -6.463817 -2.185991 -0.21 -0.12 -0.03
O 3.223601 0.372582 1.632665 0.15 -0.25 -0.15
Cl 2.537557 -3.182974 -2.622393 -0.09 0.06 -0.29
H -1.026734 -0.840333 -9.911655 -0.07 0.02 0.05
C 0.719854 8.434727 -4.581845 -0.04 0.05 0.06
Cl -1.723540 1.815764 8.479992 0.00 -0.01 0.03
H 8.146779 -2.240539 5.594094 -0.05 -0.02 -0.04
C 5.183485 -2.623474 -5.357985 0.00 0.03 0.13
Cl -8.689180 0.396400 2.514253 -0.16 0.04 -0.04
H -2.954661 3.233046 3.509911 -0.10 0.10 -0.13
H 4.264012 -2.403089 -4.828411 -0.05 -0.04 -0.04
H -9.490078 2.575188 2.170354 0.07 0.00 0.01
H -5.046953 -2.705838 3.114572 0.02 -0.16 0.22
C -1.187693 -3.056202 -6.441938 -0.02 -0.10 0.03
H -0.378703 1.663244 3.866443 0.15 -0.11 -0.22
Cl -4.393833 -1.758974 -1.660433 -0.14 -0.09 -0.19
H -5.911826 0.546254 1.151460 -0.15 0.18 0.06
H 0.732807 9.320191 -5.205907 0.05 -0.03 -0.03
C -4.628813 -1.037567 1.788852 -0.59 0.46 0.93
Cl 8.364152 -3.774603 -1.064686 0.03 0.01 -0.01
O 4.642008 -1.857909 0.326059 -0.18 0.37 0.35
H 4.556303 -0.869291 4.043096 -0.48 0.12 -0.23
Cl -3.464520 -4.185354 0.910360 0.20 -0.15 -0.14
H -0.211294 8.369425 -4.030019 0.03 -0.06 0.02
C -5.278444 0.342165 2.015929 0.25 -0.36 -0.82
C 5.667670 2.093320 -0.313626 -0.37 -0.22 0.11
H -4.672107 -1.188587 3.969070 -0.20 -0.06 0.14
C 3.135504 -2.380771 3.638567 0.59 1.60 1.08
C -3.253503 2.691981 8.365814 -0.07 0.03 0.05
C 1.200954 3.072411 0.264176 0.88 -0.12 0.63
H 7.792335 -0.822354 6.609963 -0.05 0.02 0.00
S 1.977803 -0.323931 1.375890 -0.81 0.54 0.18
Cl 5.024514 -2.045770 -7.025060 -0.02 0.04 -0.07
H 0.133834 5.427069 -3.976718 -0.10 -0.23 0.22
C -2.688912 -1.411814 -1.956360 0.02 0.04 -0.10
C -1.229400 0.064178 -10.473671 0.10 -0.08 0.03
H -2.129652 -3.576433 -6.573776 -0.03 0.05 0.04
H -2.552854 -1.175350 -3.006136 -0.05 0.03 0.02
H -1.511612 -3.545750 -0.306760 -0.37 -0.14 0.06
Cl -4.046535 -4.973108 -4.067786 -0.04 0.01 -0.02
H -5.280041 -1.623133 1.147428 0.20 -0.07 -0.29
C -2.418539 2.310389 3.742324 0.03 -0.22 -0.11
Cl 6.951628 -0.590224 4.432937 0.29 -0.02 0.08
Cl 7.191883 1.208918 -0.228530 0.14 0.12 0.04
H -4.066214 1.984332 8.480063 0.03 -0.03 -0.06
H 0.418135 -2.274395 -2.193233 -0.08 -0.08 -0.17
C -0.585836 4.961005 -3.310739 0.04 0.00 -0.04
H -3.382425 -2.078324 3.197147 -0.05 -0.32 0.25
H 5.292057 2.023381 -1.327460 0.06 0.06 -0.02
H -2.109197 -2.288622 -1.694778 0.01 0.00 0.02
C 3.927339 -3.041015 2.559420 -0.07 -0.35 0.92
C 7.142380 -2.496713 -1.213291 -0.13 -0.10 0.11
C -4.431667 -1.811409 3.112643 0.38 0.28 -0.57
H 6.020639 -2.115605 -4.894499 -0.03 -0.09 -0.08
C -0.631818 2.740814 1.996964 0.16 -0.18 0.04
Cl -0.438127 3.203527 -3.448472 -0.02 0.02 -0.01
C 1.178263 0.467936 -0.021913 0.16 0.08 -0.37
C 1.793366 1.817357 -0.379151 -0.63 0.12 -0.55
Cl -1.073485 1.441272 -9.381298 0.01 0.02 0.01
C 1.047076 -3.007128 -1.698478 0.05 0.00 0.02
H -0.422439 -3.487588 -7.076504 0.05 0.06 0.02
Cl -2.141410 -0.043374 -0.987547 0.01 0.08 -0.12
N 2.117197 -1.814007 0.793903 0.85 0.26 1.06
H 1.481184 2.340518 2.326213 0.06 -0.22 -0.10
C -4.248496 1.454862 2.134858 -0.14 0.39 0.38
H 2.914816 -0.630089 4.863612 0.01 -0.31 0.25
H 4.970586 1.633604 0.382708 0.07 -0.01 0.04
Cl -2.851610 -0.057158 -11.168965 0.00 -0.03 -0.02
H -4.692630 -6.516345 -2.418008 0.02 -0.02 -0.06
H -0.979731 1.899825 1.390980 -0.04 -0.03 0.00
O 1.012316 -0.274914 2.457923 0.02 -0.15 -0.07
H -10.209988 1.404741 1.038126 0.04 -0.04 -0.02
H -2.537346 2.155860 4.805071 0.04 0.10 0.25
C -3.941952 -5.737122 -2.473104 0.00 0.00 0.12
H 4.993469 -2.870693 2.700258 0.03 0.24 -0.25
H 6.158609 -2.948174 -1.208719 0.00 0.01 0.00
H 3.763754 -4.115135 2.604927 -0.01 -0.09 -0.27
Cl -3.435354 3.506520 6.809181 -0.11 0.11 0.19
H 0.103169 0.481840 0.168498 0.30 0.10 0.13
H 1.349407 -0.200116 -0.862198 -0.02 -0.13 -0.01